No. 1
Formula: C17H29Cl2MgN2O4
Source: OMol25
Level of theory: ωB97M-V/def2-TZVPD

Geometry as XYZ:
```
55
C17H29Cl2MgN2O4 (ωB97M-V/def2-TZVPD)
Cl -0.159 -1.899 -0.442
Cl 2.192 1.733 1.655
Mg 0.964 -0.112 0.696
O -0.268 1.212 -0.088
O 2.674 -1.253 0.464
O 0.288 -0.502 2.635
O 0.548 -3.102 3.241
N -0.860 -4.457 2.051
N 4.369 0.160 -0.138
C 3.666 0.615 -1.350
C 0.223 -3.672 2.180
C -1.394 1.492 -3.478
C 0.523 2.650 -2.510
C 0.127 2.700 -4.919
C -3.449 2.261 0.359
C -1.033 1.926 -4.756
C -3.302 3.247 -0.664
C 0.880 3.063 -3.790
C -1.769 -4.650 3.174
C -3.962 1.199 2.507
C 3.796 -0.757 0.673
C 5.300 1.113 0.448
C -0.645 1.866 -2.346
C -3.093 1.399 1.256
C -1.069 1.357 -1.036
C -1.112 -5.240 0.847
H 5.870 1.577 -0.366
H 0.447 -1.424 2.992
H -1.466 -5.507 3.794
H 5.958 0.583 1.144
H -2.198 -5.288 0.693
H -2.758 -4.872 2.756
H 1.108 2.900 -1.623
H 4.367 -0.978 1.595
H -0.622 -4.735 0.001
H -1.634 1.635 -5.627
H -2.080 0.920 -0.975
H 0.779 -3.528 1.233
H -3.373 1.196 3.436
H -1.806 -3.743 3.790
H 4.746 1.889 1.000
H -2.260 0.842 -3.330
H -0.725 -6.268 0.962
H -2.298 3.689 -0.711
H -4.470 0.224 2.446
H 1.788 3.644 -3.922
H 0.736 0.135 3.207
H -3.510 2.760 -1.623
H -2.215 0.727 1.245
H 3.123 -0.231 -1.781
H -4.033 4.062 -0.554
H 0.426 3.035 -5.919
H -4.728 1.985 2.593
H 2.963 1.420 -1.087
H 4.431 1.002 -2.038
```

HOMO (spin up / spin down) = -1.63 / -4.01 eV
Net charge = -1
Max |F| = 3.2 eV/A
2S+1 = 1

Atomic partial charges in e from the Löwdin method, atoms 1 to 2:
1. Cl -0.013
2. Cl 0.007

---

No. 2
Formula: C17H29ClN4O
Source: OMol25
Level of theory: ωB97M-V/def2-TZVPD

Geometry as XYZ:
```
52
C17H29ClN4O (ωB97M-V/def2-TZVPD)
Cl 4.252 1.360 0.144
O -1.676 1.190 -2.136
N 2.840 2.950 -3.038
N 3.779 2.393 -2.274
N -1.165 -1.414 0.628
N 0.148 1.094 -0.058
C 1.727 2.988 -2.327
C 1.942 2.438 -1.042
C -2.533 0.130 -1.817
C -1.285 -4.432 2.633
C -1.756 -3.428 3.680
C -0.918 1.068 0.928
C 3.274 2.073 -1.064
C -0.870 -2.105 1.880
C 0.974 2.291 0.082
C 0.476 3.572 -2.872
C -2.057 -2.186 2.849
C 0.915 -0.134 0.050
C 5.118 2.206 -2.751
C -2.939 0.058 -0.341
C -0.004 -1.321 -0.244
C -1.862 -0.139 0.751
C -0.522 -3.589 1.600
H -2.447 -0.178 1.674
H 5.827 2.757 -2.130
H 1.527 2.278 1.039
H 0.300 3.152 0.084
H 0.125 4.376 -2.227
H 5.153 2.581 -3.770
H 5.385 1.147 -2.739
H -3.440 0.291 -2.409
H 0.673 3.967 -3.863
H -0.352 -1.229 -1.274
H 0.552 -3.757 1.681
H -2.104 -0.832 -2.133
H -0.835 -3.848 0.590
H -2.150 -4.904 2.166
H -0.953 -3.214 4.388
H 1.720 -0.116 -0.687
H -0.494 1.030 1.949
H 0.571 -2.243 -0.170
H -2.975 -2.335 2.280
H -0.664 -5.217 3.062
H -0.025 -1.632 2.412
H -2.159 -1.299 3.474
H -3.643 -0.772 -0.247
H -1.500 1.989 0.840
H -0.308 2.820 -2.931
H -3.473 0.980 -0.096
H -0.914 1.154 -1.518
H 1.367 -0.232 1.054
H -2.624 -3.776 4.238
```

HOMO = -8.30 eV
Relative energy (zero: lowest compared OMol25 entry of this formula, charge and spin) = 0.0 kcal per mole
SMILES = Cc1nn(C)c(Cl)c1CN1CCN(C2CCCC2)[C@H](CCO)C1
Max |F| = 0.8 eV/A
2S+1 = 1

Atomic partial charges in e from the Löwdin method, atoms 1 to 2:
1. Cl 0.738
2. O -0.095

---

No. 3
Formula: C17H29GeN3O7W
Source: OMol25
Level of theory: ωB97M-V/def2-TZVPD

Geometry as XYZ:
```
58
C17H29GeN3O7W (ωB97M-V/def2-TZVPD)
W 0.965 0.578 0.599
Ge -0.802 -1.194 0.027
O 3.012 0.577 3.478
O 1.572 4.058 2.488
O 0.571 2.250 1.594
O 0.706 1.284 -1.055
O 4.505 -1.319 -0.797
O 2.360 -0.912 -0.337
O 1.388 -0.285 2.199
N 2.880 1.406 0.640
N -0.204 -0.651 4.285
N 1.111 -0.203 4.459
C -3.802 -0.334 0.081
C 3.958 0.736 0.226
C 1.921 0.077 3.431
C 3.557 -0.573 -0.334
C 0.556 1.964 -2.297
C -1.203 -1.554 -1.837
C -1.474 0.444 1.070
C 1.624 3.068 1.836
C 2.948 2.568 1.275
C -3.156 -2.300 -4.123
C 5.217 1.264 0.398
C -2.114 -3.230 -3.514
C 4.182 3.169 1.482
C -3.865 0.891 -0.822
C -2.924 -0.150 1.317
C 5.314 2.509 1.028
C -1.827 -2.940 -2.040
H 4.232 4.112 2.009
H 1.469 0.026 5.377
H 6.290 2.949 1.184
H -4.600 0.750 -1.613
H -1.846 -0.756 -2.211
H -4.073 -2.295 -3.530
H -2.800 -1.271 -4.205
H -2.858 -1.080 1.884
H -4.151 1.780 -0.258
H 1.537 2.274 -2.652
H -0.250 -1.479 -2.372
H 4.171 -2.174 -1.123
H -3.480 -1.209 -0.496
H 0.098 1.285 -3.014
H -3.421 -2.624 -5.129
H -3.384 0.585 1.979
H -0.853 -2.359 1.011
H -2.456 -4.263 -3.592
H 6.096 0.726 0.070
H -1.180 -3.173 -4.081
H -0.293 -1.584 4.672
H -4.804 -0.582 0.432
H -1.596 1.408 0.581
H -1.160 -3.706 -1.636
H -2.906 1.099 -1.307
H -1.091 0.585 2.082
H -2.761 -3.016 -1.475
H -0.078 2.834 -2.139
H -0.828 -0.033 4.791
```

HOMO = -15.30 eV
Relative energy (zero: lowest compared OMol25 entry of this formula, charge and spin) = 13.2 kcal per mole
Net charge = +2
Max |F| = 0.6 eV/A
2S+1 = 1

Atomic partial charges in e from the Löwdin method, atoms 1 to 2:
1. W 1.647
2. Ge 1.014

---

No. 4
Formula: C17H29N2OsS2
Source: OMol25
Level of theory: ωB97M-V/def2-TZVPD

Geometry as XYZ:
```
51
C17H29N2OsS2 (ωB97M-V/def2-TZVPD)
Os 0.437 0.567 -0.006
S 0.308 0.980 2.193
S 1.583 -1.329 -0.524
N 2.564 1.432 0.349
N 0.098 2.708 -0.177
C -0.152 -3.054 0.802
C 2.538 2.909 0.336
C 3.048 0.826 1.607
C 2.059 1.027 2.754
C 1.365 3.415 -0.497
C -0.675 3.231 0.981
C 0.453 -5.168 -0.890
C -3.300 0.594 -1.478
C -1.228 -0.071 -2.729
C -2.071 -0.329 -1.480
C 0.750 -2.873 -0.239
C -0.091 2.779 2.305
C -0.458 -5.348 0.141
C 1.063 -3.937 -1.079
C -1.318 -0.045 -0.207
C -0.753 -4.291 0.989
C -2.538 -1.793 -1.463
H -0.926 0.980 -2.800
H -0.327 -0.687 -2.734
H -3.173 -1.996 -0.599
H -1.455 -4.426 1.802
H -1.972 -0.222 0.663
H -0.507 2.812 -0.985
H -1.678 2.815 0.876
H -3.117 -1.997 -2.366
H -1.800 -0.304 -3.629
H 1.239 4.493 -0.362
H -0.930 -6.310 0.287
H -1.692 -2.478 -1.436
H 3.465 3.312 -0.077
H 1.773 -3.797 -1.884
H 2.187 1.964 3.292
H 0.806 3.324 2.586
H -3.885 0.433 -2.385
H 1.567 3.232 -1.552
H 2.179 0.224 3.480
H -3.943 0.399 -0.619
H -0.381 -2.230 1.466
H 3.145 1.094 -0.412
H -3.010 1.650 -1.458
H 3.134 -0.240 1.407
H 0.690 -5.988 -1.555
H 4.034 1.200 1.899
H 2.476 3.269 1.361
H -0.756 4.321 0.944
H -0.822 2.923 3.101
```

HOMO = -10.32 eV
Relative energy (zero: lowest compared OMol25 entry of this formula, charge and spin) = 0.0 kcal per mole
Net charge = +1
Max |F| = 0.6 eV/A
2S+1 = 1

Atomic partial charges in e from the Löwdin method, atoms 1 to 2:
1. Os 0.846
2. S 0.884

---

No. 5
Formula: C17H29N5O7
Source: OMol25
Level of theory: ωB97M-V/def2-TZVPD

Geometry as XYZ:
```
58
C17H29N5O7 (ωB97M-V/def2-TZVPD)
O 1.534 -0.265 -0.106
O -1.496 -0.376 4.336
O 1.768 2.957 -3.789
O 2.005 0.289 -2.954
O -2.049 2.639 -1.852
O -1.084 4.705 2.160
O -0.781 -4.299 0.194
N 1.263 -2.452 -0.586
N -0.742 4.520 -1.289
N -1.772 3.415 0.322
N -0.453 5.141 -0.066
N -1.229 -1.836 2.655
C -2.503 0.249 2.281
C 2.095 4.105 -4.543
C 1.636 -0.965 -2.440
C 2.428 1.357 -2.123
C -2.553 2.402 0.997
C -1.077 4.465 0.838
C -0.276 -3.389 1.163
C 2.861 2.496 -3.018
C -0.116 -5.536 0.101
C -0.503 -2.777 3.499
C -1.517 3.522 -1.011
C -1.283 -2.235 1.248
C -1.690 -0.676 3.168
C 1.135 -2.936 0.768
C -0.283 -3.971 2.573
C 1.459 -1.158 -0.932
C -1.661 1.337 1.623
H 0.445 -2.338 3.819
H -0.508 5.472 2.290
H 1.624 1.695 -1.471
H -1.520 2.685 -2.694
H -2.270 -2.626 0.991
H -3.227 1.967 0.260
H 2.912 3.898 -5.240
H 3.666 2.168 -3.686
H -3.248 0.699 2.938
H 3.273 1.059 -1.497
H 2.377 4.936 -3.890
H -1.006 1.805 2.361
H 0.699 -1.249 -2.925
H -1.013 -1.424 0.573
H 1.219 4.401 -5.116
H 1.163 -3.136 -1.318
H -0.137 -6.087 1.046
H 2.403 -1.673 -2.769
H -3.171 2.886 1.755
H 0.627 -4.518 2.829
H -1.011 0.901 0.859
H -0.636 -6.132 -0.646
H -1.114 -4.674 2.663
H -1.082 -3.046 4.379
H 0.925 -5.426 -0.221
H 1.486 -2.181 1.471
H 3.247 3.303 -2.387
H -3.059 -0.313 1.525
H 1.821 -3.778 0.885
```

HOMO = -8.49 eV
Relative energy (zero: lowest compared OMol25 entry of this formula, charge and spin) = 31.4 kcal per mole
SMILES = COCCOCC(=O)NC[C@@]1(OC)CCN(C(=O)CCCn2c(O)nnc2O)C1
Max |F| = 1.6 eV/A
2S+1 = 1

Atomic partial charges in e from the Löwdin method, atoms 1 to 2:
1. O 0.062
2. O 0.061

---

Please write out number 1 again, unchanged.
Formula: C17H29Cl2MgN2O4
Source: OMol25
Level of theory: ωB97M-V/def2-TZVPD

Geometry as XYZ:
```
55
C17H29Cl2MgN2O4 (ωB97M-V/def2-TZVPD)
Cl -0.159 -1.899 -0.442
Cl 2.192 1.733 1.655
Mg 0.964 -0.112 0.696
O -0.268 1.212 -0.088
O 2.674 -1.253 0.464
O 0.288 -0.502 2.635
O 0.548 -3.102 3.241
N -0.860 -4.457 2.051
N 4.369 0.160 -0.138
C 3.666 0.615 -1.350
C 0.223 -3.672 2.180
C -1.394 1.492 -3.478
C 0.523 2.650 -2.510
C 0.127 2.700 -4.919
C -3.449 2.261 0.359
C -1.033 1.926 -4.756
C -3.302 3.247 -0.664
C 0.880 3.063 -3.790
C -1.769 -4.650 3.174
C -3.962 1.199 2.507
C 3.796 -0.757 0.673
C 5.300 1.113 0.448
C -0.645 1.866 -2.346
C -3.093 1.399 1.256
C -1.069 1.357 -1.036
C -1.112 -5.240 0.847
H 5.870 1.577 -0.366
H 0.447 -1.424 2.992
H -1.466 -5.507 3.794
H 5.958 0.583 1.144
H -2.198 -5.288 0.693
H -2.758 -4.872 2.756
H 1.108 2.900 -1.623
H 4.367 -0.978 1.595
H -0.622 -4.735 0.001
H -1.634 1.635 -5.627
H -2.080 0.920 -0.975
H 0.779 -3.528 1.233
H -3.373 1.196 3.436
H -1.806 -3.743 3.790
H 4.746 1.889 1.000
H -2.260 0.842 -3.330
H -0.725 -6.268 0.962
H -2.298 3.689 -0.711
H -4.470 0.224 2.446
H 1.788 3.644 -3.922
H 0.736 0.135 3.207
H -3.510 2.760 -1.623
H -2.215 0.727 1.245
H 3.123 -0.231 -1.781
H -4.033 4.062 -0.554
H 0.426 3.035 -5.919
H -4.728 1.985 2.593
H 2.963 1.420 -1.087
H 4.431 1.002 -2.038
```

HOMO (spin up / spin down) = -1.63 / -4.01 eV
Net charge = -1
Max |F| = 3.2 eV/A
2S+1 = 1

Atomic partial charges in e from the Löwdin method, atoms 1 to 2:
1. Cl -0.013
2. Cl 0.007

---

Number 2 is which compound? C17H29ClN4O